C2H3IO | ωB97M-V/def2-TZVPD

Positions of all 7 atoms, in Å:
C -0.234 0.760 -0.123
C 0.652 -0.359 0.000
O -0.350 1.919 -0.049
I -2.884 -0.691 -0.016
H 0.473 -1.327 -0.312
H 0.841 -0.372 1.002
H 1.502 0.068 -0.501

Summary:
- E_LUMO (alpha / beta): -1.2 / -1.2 eV
- ΔE to the lowest compared entry with this formula, charge and spin: 1.3852 eV

---

C3H4NO | ωB97M-V/def2-TZVPD

Positions of all 9 atoms, in Å:
C -0.188 -0.189 2.807
C 0.170 0.367 0.664
C -0.355 -0.731 -0.324
N -0.414 -0.603 1.686
O -0.921 -1.451 0.802
H -0.430 1.374 0.844
H 1.297 0.571 0.898
H -1.299 -0.516 -0.902
H 0.554 -1.174 -0.859

Summary:
- E_LUMO: -7.6 eV
- Net charge: +1
- ΔE to the lowest compared entry with this formula, charge and spin: 6.3432 eV

---

C39H30N11Re | ωB97M-V/def2-TZVPD

Positions of all 81 atoms, in Å:
Re 0.595 -0.223 -0.431
C -4.100 -0.951 3.704
C -4.028 0.443 3.492
C -2.989 1.001 2.737
C -2.036 0.135 2.233
C -0.770 0.383 1.506
N -0.626 1.543 0.941
C 0.493 2.081 0.356
C 0.895 3.364 0.783
C 0.428 4.179 1.820
C 1.045 5.433 1.948
C 2.093 5.837 1.097
C 2.567 5.004 0.075
C 1.913 3.782 -0.067
C 2.108 2.735 -0.927
N 3.199 2.534 -1.710
C 3.441 1.265 -1.681
N 2.678 0.330 -0.992
C 3.060 -0.838 -1.448
N 2.680 -2.136 -1.273
C 1.626 -2.710 -0.790
N 0.497 -2.225 -0.244
C 0.036 -3.217 0.556
N -0.679 -3.045 1.629
C -0.887 -1.727 1.888
N -0.038 -0.800 1.577
C -2.114 -1.223 2.447
C -3.133 -1.808 3.169
C 0.564 -4.492 0.135
C 0.279 -5.790 0.507
C 1.069 -6.800 -0.050
C 2.125 -6.482 -0.932
C 2.402 -5.150 -1.265
C 1.590 -4.175 -0.717
C 4.248 -0.718 -2.312
C 5.078 -1.660 -2.892
C 6.182 -1.193 -3.614
C 6.424 0.190 -3.743
C 5.568 1.122 -3.149
C 4.497 0.625 -2.431
N 1.101 1.849 -0.852
H -4.906 -1.361 4.309
H -4.780 1.093 3.934
H -2.905 2.071 2.582
H -0.375 3.850 2.467
H 0.704 6.112 2.727
H 2.544 6.817 1.233
H 3.373 5.286 -0.592
H -3.143 -2.878 3.344
H -0.520 -5.994 1.208
H 0.878 -7.837 0.210
H 2.739 -7.277 -1.344
H 3.220 -4.875 -1.917
H 4.877 -2.719 -2.766
H 6.862 -1.906 -4.074
H 7.288 0.533 -4.306
H 5.735 2.190 -3.231
C -4.725 -0.736 0.396
C -3.451 -1.267 1.021
N -2.321 -0.749 0.301
C -2.221 0.525 -0.158
N -1.039 0.965 -0.431
C -0.928 2.338 -0.924
C -2.175 2.790 -1.661
C -3.370 2.588 -0.749
N -3.407 1.200 -0.313
C -4.634 0.778 0.352
H -5.600 -1.053 0.973
H -4.836 -1.132 -0.621
H -3.443 -2.361 0.983
H -3.385 -0.973 2.075
H -1.416 -1.150 0.515
H -0.071 2.395 -1.604
H -0.712 3.004 -0.081
H -2.299 2.201 -2.578
H -2.087 3.842 -1.952
H -4.287 2.845 -1.292
H -3.303 3.248 0.124
H -5.510 1.172 -0.176
H -4.653 1.189 1.369
H -0.800 -1.237 -0.431

Summary:
- Expectation value of S²: 0.7676
- Multiplicity: 2
- E_LUMO (alpha / beta): -3.9 / -3.9 eV
- Net charge: +1

---

C40H80O10 | ωB97M-V/def2-TZVPD

Positions of all 130 atoms, in Å:
C 3.496 3.830 -0.374
C 3.315 5.324 -0.241
C 3.160 5.876 -1.659
O 2.565 4.814 -2.351
C 2.789 3.543 -1.718
H 2.968 3.420 0.488
H 4.535 3.507 -0.363
H 4.135 5.787 0.310
H 2.388 5.685 0.206
H 4.097 6.057 -2.206
H 2.615 6.811 -1.798
H 3.487 2.951 -2.309
H 1.849 3.040 -1.494
C -1.411 4.350 -0.820
C -0.673 4.943 0.357
C -1.698 5.906 0.985
O -2.910 5.218 0.846
C -2.881 4.314 -0.282
H -1.127 3.328 -1.066
H -1.391 5.008 -1.689
H 0.264 5.426 0.084
H -0.472 4.133 1.063
H -1.644 6.853 0.440
H -1.464 6.066 2.038
H -3.567 4.727 -1.020
H -3.129 3.331 0.117
C 1.088 -0.966 -0.547
C 0.717 -0.275 0.744
C 0.046 0.991 0.211
O -0.293 0.689 -1.126
C -0.098 -0.694 -1.459
H 1.378 -2.017 -0.490
H 1.966 -0.529 -1.030
H 1.500 0.012 1.446
H -0.045 -0.830 1.296
H 0.632 1.906 0.323
H -0.866 1.185 0.787
H 0.136 -0.767 -2.519
H -1.046 -1.186 -1.234
C -3.455 1.468 -5.535
C -3.634 1.755 -4.062
C -2.190 2.184 -3.689
O -1.287 1.622 -4.632
C -1.944 1.607 -5.890
H -3.950 2.171 -6.210
H -3.902 0.520 -5.841
H -3.966 0.905 -3.469
H -4.327 2.583 -3.923
H -1.855 1.833 -2.711
H -2.152 3.258 -3.473
H -1.505 0.855 -6.549
H -1.829 2.511 -6.498
C -2.378 1.164 5.013
C -1.648 2.069 3.985
C -2.784 3.007 3.527
O -3.508 3.215 4.732
C -3.694 1.908 5.253
H -1.898 0.902 5.951
H -2.750 0.292 4.469
H -1.300 1.488 3.129
H -0.838 2.604 4.477
H -3.470 2.539 2.814
H -2.407 3.937 3.106
H -4.575 1.471 4.769
H -4.019 1.831 6.293
C 2.154 -3.930 3.787
C 1.072 -3.002 3.427
C -0.163 -3.807 3.279
O 0.009 -4.852 4.242
C 1.397 -5.056 4.534
H 2.971 -3.553 4.400
H 2.624 -4.424 2.934
H 1.245 -2.472 2.487
H 0.905 -2.216 4.168
H -0.305 -4.086 2.226
H -1.109 -3.300 3.477
H 1.543 -6.024 4.048
H 1.499 -5.087 5.618
C -1.603 -6.072 -0.687
C -0.093 -6.075 -0.567
C 0.224 -4.668 -0.934
O -0.822 -3.936 -0.284
C -2.013 -4.654 -0.244
H -2.044 -6.866 -0.085
H -1.944 -6.204 -1.715
H 0.399 -6.827 -1.189
H 0.273 -6.362 0.422
H 0.153 -4.568 -2.022
H 1.196 -4.276 -0.639
H -2.707 -4.230 -0.972
H -2.336 -4.742 0.795
C 6.153 -1.745 2.476
C 4.999 -1.142 1.767
C 4.088 -0.672 2.903
O 4.759 -0.926 4.133
C 5.680 -2.013 3.900
H 7.002 -1.060 2.479
H 6.492 -2.663 1.993
H 4.407 -1.936 1.308
H 5.255 -0.326 1.095
H 3.252 -1.364 3.054
H 3.726 0.351 2.808
H 5.231 -2.994 4.079
H 6.420 -1.879 4.689
C -3.634 -2.222 1.997
C -3.411 -1.587 0.646
C -3.854 -0.215 1.010
O -5.070 -0.389 1.699
C -4.915 -1.556 2.549
H -2.718 -1.999 2.544
H -3.789 -3.302 1.962
H -3.803 -2.077 -0.244
H -2.385 -1.346 0.341
H -3.936 0.377 0.094
H -3.231 0.324 1.734
H -5.840 -2.116 2.418
H -4.832 -1.269 3.599
C 2.072 -1.138 -4.793
C 3.236 -0.949 -5.739
C 2.569 -0.895 -7.132
O 1.149 -0.818 -6.885
C 0.860 -1.468 -5.664
H 1.987 -0.165 -4.306
H 2.289 -1.858 -4.002
H 3.946 -1.779 -5.739
H 3.825 -0.059 -5.522
H 2.888 -1.722 -7.771
H 2.822 -0.019 -7.732
H 0.720 -2.521 -5.929
H -0.078 -1.042 -5.306

Summary:
- E_LUMO: 0.4 eV
- SMILES: C1CCOC1.C1CCOC1.C1CCOC1.C1CCOC1.C1CCOC1.C1CCOC1.C1CCOC1.C1CCOC1.C1CCOC1.C1CCOC1
- ΔE to the lowest compared entry with this formula, charge and spin: 3.0995 eV

---

C22H39FeN9O5P2 | ωB97M-V/def2-TZVPD

Positions of all 78 atoms, in Å:
Fe -0.065 -0.388 0.600
C -4.270 2.602 2.710
N -3.742 1.346 2.206
C -4.495 0.124 2.420
C -2.436 1.239 1.791
N -1.888 0.130 1.429
N -1.725 2.419 1.822
C -0.342 2.582 1.498
N -0.201 3.838 0.882
N 0.587 1.784 1.757
H -5.300 2.445 3.018
H -4.291 3.375 1.937
H -3.708 2.976 3.569
H -5.351 0.345 3.051
H -3.893 -0.627 2.938
H -4.863 -0.310 1.486
H -2.528 -0.651 1.484
H -2.259 3.270 1.825
H -0.876 4.043 0.158
H 0.744 4.028 0.585
H 1.606 2.065 0.710
C 0.504 -4.089 0.203
P -0.244 -2.777 1.225
C -1.786 -3.613 1.783
C 0.764 -2.880 2.750
C 0.403 -1.719 3.666
P 0.590 -0.019 2.743
C 2.381 0.109 3.066
C -0.203 0.845 4.167
H 0.629 -4.999 0.793
H 1.474 -3.730 -0.139
H -0.116 -4.318 -0.666
H -1.590 -4.622 2.154
H -2.503 -3.680 0.960
H -2.248 -3.037 2.588
H 1.807 -2.810 2.430
H 0.615 -3.862 3.213
H 0.990 -1.739 4.590
H -0.652 -1.798 3.966
H 2.575 0.013 4.136
H 2.791 1.054 2.716
H 2.869 -0.706 2.533
H 0.095 0.345 5.088
H -1.292 0.804 4.105
H 0.099 1.891 4.211
C 2.843 -0.903 -0.549
O 1.729 -1.247 0.177
H 3.462 -0.114 -0.085
H 2.631 -0.537 -1.580
H 3.512 -1.771 -0.689
O 2.163 2.201 -0.247
C 1.431 1.747 -1.212
O 0.337 1.202 -1.096
C 2.018 1.941 -2.600
C 1.358 1.340 -3.661
C 1.872 1.444 -4.947
C 3.032 2.168 -5.113
C 3.697 2.796 -4.085
C 3.175 2.672 -2.801
N 3.607 2.276 -6.502
O 3.043 1.663 -7.381
O 4.590 2.966 -6.642
H 0.442 0.797 -3.472
H 1.390 0.981 -5.795
H 4.596 3.359 -4.284
H 3.674 3.133 -1.959
N 0.300 -2.482 -4.362
C -0.611 -1.952 -3.483
C -0.226 -1.632 -2.168
N -1.090 -1.120 -1.320
C -2.348 -0.929 -1.730
C -2.718 -1.276 -3.012
N -1.857 -1.780 -3.900
H 1.277 -2.332 -4.177
H 0.022 -2.497 -5.329
H 0.780 -1.788 -1.785
H -3.044 -0.484 -1.030
H -3.741 -1.140 -3.343

Summary:
- E_LUMO (alpha / beta): -0.4 / -0.4 eV
- ΔE to the lowest compared entry with this formula, charge and spin: 2.6027 eV